Below is 2 unconnected molecules or ions with the total composition CH6S3 at a distorted geometry, with properties calculated with the ωB97M-V functional and the def2-TZVPD basis.

Geometry as XYZ:
```
10
Properties=species:S:1:pos:R:3:lowdin_charge:R:1
S -1.1792 1.3960 7.4235 0.526
S 0.3867 0.1747 -4.3046 0.178
S 1.0041 -1.3192 -3.0359 0.268
H -0.1750 -1.9288 -1.1095 0.007
H -2.1441 2.2016 7.0218 -0.228
H -0.8417 -0.2875 -1.5603 0.008
H 0.9927 -0.4917 -0.9318 0.039
C 0.0194 -0.8923 -1.4116 -0.376
H -1.9260 0.4003 7.3118 -0.299
H 0.5913 1.4360 -3.5912 -0.123
```

Values from the calculation:
Net charge = 0
Highest occupied orbital energy = -8.54 eV
Max |F| = 0.09019 hartree/bohr